{
  "formula": "C19H51F14HfN2O24P2S8",
  "method": "wB97M-V/def2-TZVPD",
  "spin_multiplicity": 2,
  "e_tot_ha": -7984.1942,
  "homo_lumo_gap_ev": [6.721, 8.331],
  "e_lumo_ha": [-0.089, -0.088],
  "largest_force_ev_per_a": 10.157,
  "elements": ["Hf", "P", "F", "F", "F", "F", "F", "F", "P", "F", "F", "F", "F", "F", "F", "N", "S", "O", "O", "F", "S", "O", "O", "F", "C", "N", "O", "O", "H", "H", "H", "O", "S", "O", "O", "C", "C", "C", "H", "H", "H", "H", "H", "H", "H", "H", "O", "S", "O", "O", "C", "C", "C", "H", "H", "H", "H", "H", "H", "H", "H", "O", "S", "O", "O", "C", "C", "C", "H", "H", "H", "H", "H", "H", "H", "H", "O", "S", "O", "O", "C", "C", "C", "H", "H", "H", "H", "H", "H", "H", "H", "O", "S", "O", "O", "C", "C", "C", "H", "H", "H", "H", "H", "H", "H", "H", "O", "S", "O", "O", "C", "C", "C", "H", "H", "H", "H", "H", "H", "H", "H"],
  "coordinates": [[3.663, -0.824, -1.206], [3.845, -2.658, 2.279], [3.950, -1.736, 0.964], [4.179, -1.396, 3.232], [2.240, -2.573, 2.361], [3.783, -3.650, 3.618], [3.763, -3.943, 1.258], [5.428, -2.960, 2.244], [0.450, 0.123, -0.566], [1.637, -0.534, 0.212], [1.147, -0.624, -1.869], [-0.437, -1.282, -0.437], [-0.748, 0.779, -1.442], [-0.114, 0.898, 0.748], [1.511, 1.301, -0.907], [4.306, 1.143, -0.388], [5.323, 2.338, -0.680], [6.726, 2.279, -0.203], [4.753, 3.624, -1.104], [5.693, 1.734, -2.111], [4.071, 1.958, 1.201], [3.048, 2.939, 1.326], [5.165, 1.877, 2.124], [3.163, 0.709, 1.716], [-0.997, -1.032, 3.538], [-1.745, -0.718, 4.717], [-2.168, 0.428, 4.787], [-1.905, -1.601, 5.532], [0.037, -0.706, 3.650], [-1.399, -0.441, 2.715], [-0.926, -2.017, 3.079], [-2.338, -3.372, 1.731], [-3.718, -2.941, 1.406], [-4.823, -3.852, 1.508], [-4.150, -1.630, 2.364], [-5.417, -0.964, 2.046], [-5.675, 0.204, 2.995], [-3.629, -2.231, -0.227], [-6.249, -1.662, 2.132], [-5.387, -0.538, 1.043], [-6.551, 0.826, 2.813], [-4.850, 0.901, 3.137], [-5.886, -0.232, 3.972], [-4.620, -2.220, -0.681], [-2.941, -2.795, -0.858], [-3.135, -1.278, -0.036], [1.764, 5.082, 3.030], [1.466, 3.921, 3.852], [2.511, 2.979, 4.153], [0.822, 4.446, 5.265], [0.429, 3.467, 6.198], [0.259, 4.184, 7.554], [0.001, 3.117, 3.108], [1.272, 2.787, 6.328], [-0.447, 2.852, 5.989], [1.220, 4.590, 7.872], [-0.122, 3.453, 8.267], [-0.430, 5.029, 7.554], [0.335, 2.860, 2.103], [-0.783, 3.873, 3.087], [-0.208, 2.250, 3.735], [2.238, -2.748, -0.819], [1.452, -3.972, -0.954], [0.473, -3.934, -2.051], [2.504, -5.257, -1.150], [1.946, -6.515, -1.535], [2.296, -7.583, -0.472], [0.736, -4.655, 0.615], [2.269, -6.817, -2.532], [0.862, -6.429, -1.609], [1.799, -8.525, -0.706], [1.851, -7.306, 0.484], [3.371, -7.725, -0.582], [0.002, -5.444, 0.457], [0.137, -3.847, 1.036], [1.483, -4.912, 1.366], [2.919, 1.409, -5.435], [2.523, 1.660, -4.051], [2.949, 0.711, -2.983], [3.098, 3.129, -3.537], [3.343, 4.218, -4.448], [2.958, 5.567, -3.875], [0.678, 1.950, -4.018], [2.867, 4.141, -5.426], [4.412, 4.112, -4.632], [1.873, 5.651, -3.818], [3.377, 6.239, -4.625], [3.484, 5.694, -2.929], [0.454, 2.277, -5.033], [0.495, 2.727, -3.275], [0.054, 1.062, -3.920], [-7.089, 2.935, -1.886], [-6.643, 2.717, -0.498], [-6.745, 1.429, 0.193], [-5.122, 3.344, -0.412], [-4.228, 3.005, 0.677], [-3.080, 2.236, 0.068], [-7.360, 4.031, 0.629], [-4.715, 2.463, 1.488], [-3.825, 3.931, 1.088], [-3.448, 1.376, -0.492], [-2.483, 1.827, 0.883], [-2.442, 2.789, -0.621], [-6.564, 4.223, 1.349], [-8.256, 3.695, 1.150], [-7.462, 4.991, 0.121], [3.105, -1.960, -3.298], [2.450, -2.697, -4.397], [2.206, -4.102, -4.422], [0.961, -1.933, -4.473], [-0.156, -2.437, -5.173], [-1.398, -2.296, -4.281], [3.138, -2.220, -6.064], [0.006, -3.473, -5.470], [-0.368, -1.946, -6.122], [-2.293, -2.265, -4.902], [-1.441, -1.411, -3.645], [-1.438, -3.190, -3.659], [2.410, -2.609, -6.777], [4.093, -2.726, -6.202], [3.118, -1.141, -6.222]],
  "atomic_forces_ev_per_a": [[-3.392, 0.044, 0.044], [2.037, -4.244, 4.841], [-0.017, 2.302, -2.789], [-1.307, -0.210, -1.023], [0.557, 0.974, -0.686], [-0.374, 0.672, -1.155], [-1.160, 0.218, 0.072], [0.474, 0.800, -0.525], [-2.149, 0.327, -1.259], [1.528, -1.391, 2.593], [-0.364, -0.261, -1.271], [0.383, 1.694, 0.870], [0.998, -0.348, 0.052], [0.513, -1.298, -0.895], [-1.080, 1.234, 0.207], [0.345, 2.061, 3.283], [6.872, 2.413, -7.079], [-3.879, 0.361, 0.843], [0.285, -2.373, 2.288], [-0.540, -0.734, -1.414], [-4.968, -4.322, 6.194], [1.347, 0.796, -1.805], [-0.157, 0.653, -2.067], [0.914, 0.281, -0.599], [1.618, 0.524, -3.138], [-0.687, -0.641, 0.380], [0.050, -0.240, 0.441], [-0.162, 0.433, 0.265], [-0.016, 0.179, 0.409], [-0.070, 0.325, 0.271], [-0.657, -0.489, 1.332], [-2.910, 1.202, -0.089], [0.934, 0.028, 0.922], [0.603, 0.073, -0.166], [0.851, -0.870, -1.008], [-0.336, 0.790, -0.367], [0.273, -0.477, 1.388], [0.264, 0.040, 0.309], [0.224, -0.197, -0.127], [0.167, -0.383, -0.233], [-0.082, -0.420, -0.808], [0.306, -0.275, -0.224], [0.230, 0.084, 0.271], [0.120, 0.406, 0.183], [-0.065, -0.322, 0.331], [-0.377, 0.281, -0.392], [-0.481, -1.120, 1.489], [-0.424, 0.880, -0.755], [-0.747, 0.245, 0.006], [0.108, 0.422, -2.012], [0.757, -0.187, 2.267], [-0.015, -0.180, -0.439], [1.422, 0.433, 0.542], [-0.031, -0.253, -0.074], [-0.250, 0.423, -0.695], [0.013, -0.217, 0.116], [0.195, 0.046, 0.162], [-0.181, -0.122, -0.382], [-0.152, -0.180, 0.111], [0.029, -0.198, 0.099], [-0.305, 0.006, -0.308], [0.567, -1.070, 0.251], [-0.742, -2.696, -1.054], [1.568, -0.224, 2.230], [-0.256, 2.550, -0.402], [-1.258, -1.117, 0.527], [-0.426, 0.548, -1.295], [-0.588, 1.853, 0.163], [0.401, 0.347, 0.059], [-0.115, 0.131, -0.028], [0.065, -0.043, -0.411], [0.856, 0.183, 0.205], [-0.026, -0.081, 1.020], [0.425, -0.116, -0.750], [0.027, 0.254, -0.018], [0.377, 0.079, -0.600], [-0.382, 0.056, 2.064], [0.353, 0.911, 0.492], [0.237, 1.284, -1.615], [-1.637, -2.768, -0.150], [0.758, 0.093, -0.831], [0.709, -1.017, -0.085], [0.952, -0.083, -0.513], [-0.319, -0.712, 0.091], [0.061, 0.509, -0.054], [0.155, 0.245, 0.226], [-0.252, 0.458, 0.202], [-0.388, 0.301, 0.079], [0.340, 0.471, 0.040], [-0.036, -0.318, 0.011], [0.623, -0.243, 0.676], [1.083, -0.842, 2.867], [-0.452, 1.803, 0.143], [0.422, 1.727, -1.325], [-1.362, -0.796, -0.450], [0.660, 0.011, -0.623], [0.008, -0.884, 0.381], [0.653, -0.659, -0.286], [-0.220, -0.127, -0.271], [-0.389, 0.258, -0.044], [-0.162, -0.058, 0.002], [0.307, 0.083, -0.052], [-0.161, 0.291, 0.252], [-0.080, -0.382, 0.189], [0.020, -0.020, -0.363], [-0.330, -0.403, -0.440], [0.058, -1.048, -0.929], [-2.560, 2.178, -1.475], [0.889, 0.333, 0.578], [3.013, 0.228, 0.617], [-1.333, -0.658, -0.296], [0.077, -0.793, -0.144], [-0.661, -0.272, 0.968], [-0.002, -0.218, 0.393], [0.686, 0.718, 0.003], [0.014, -0.134, -0.109], [0.479, 0.039, -0.088], [-0.189, 0.235, 0.260], [-0.041, -0.394, 0.230], [-0.013, 0.285, 0.120], [0.454, 0.018, 0.567]],
  "mulliken_charge": [1.74, 1.46, -0.79, -0.30, -0.40, -0.41, -0.38, -0.41, 1.23, -0.40, -0.20, -0.25, -0.48, -0.11, -0.19, 0.30, 0.75, -0.58, -0.45, -0.36, 0.73, -0.46, -0.49, -0.18, -0.90, 1.16, -0.59, -0.60, 0.62, -0.03, 0.32, -0.44, 1.05, -0.68, -0.19, -0.08, -1.28, -0.52, 0.26, 0.31, 0.37, 0.16, 0.42, 0.43, 0.29, -0.12, -0.63, 1.19, -0.57, -0.28, 0.04, -1.40, -0.51, 0.31, 0.22, 0.33, 0.39, 0.34, 0.08, 0.46, 0.05, 0.26, 1.27, -0.53, -0.14, -0.47, -1.13, -0.59, 0.43, 0.35, 0.42, 0.27, 0.29, 0.52, -0.16, 0.35, -0.67, 0.75, -0.25, -0.10, -0.45, -1.08, -0.84, 0.39, 0.33, 0.29, 0.41, 0.25, 0.58, 0.37, 0.01, -0.62, 1.09, -0.51, -0.39, -0.16, -0.78, -0.88, 0.11, 0.36, 0.20, 0.16, 0.38, 0.28, 0.35, 0.35, -0.63, 0.65, -0.51, -0.10, -0.52, -0.86, -0.91, 0.49, 0.29, 0.50, 0.03, 0.18, 0.38, 0.40, 0.24]
}